No. 1
Density functional theory data (ωB97M-V/def2-TZVPD) for a structure of composition C39H44IN10O4S2Sc.

ORCA input file:
```
! wB97M-V def2-TZVPD RIJCOSX def2/J DEFGRID3
* xyz 0 1
Sc 0.63 -0.72 -0.41
C 3.27 0.04 -3.48
C 4.15 0.56 -2.34
C 3.53 0.51 -0.93
N 2.80 -0.71 -0.62
C 3.47 -1.83 -0.39
C 4.88 -1.89 -0.31
C 5.77 -2.95 -0.20
C 5.54 -4.31 -0.21
C 4.29 -4.91 -0.26
C 3.03 -4.35 -0.19
C 2.60 -3.00 -0.08
N 1.36 -2.67 0.24
C 0.46 -3.68 0.78
C -0.58 -4.17 -0.22
C -1.58 -3.06 -0.56
N -0.97 -1.97 -1.31
C -1.19 -1.86 -2.60
C -1.86 -2.85 -3.37
C -2.52 -2.77 -4.57
C -2.67 -1.68 -5.43
C -2.01 -0.47 -5.31
C -1.05 -0.06 -4.39
C -0.56 -0.66 -3.22
N 0.42 -0.15 -2.50
C 1.02 1.12 -2.88
C 2.14 0.97 -3.91
H 2.85 -0.93 -3.20
H 3.91 -0.13 -4.34
H 4.45 1.59 -2.54
H 5.07 -0.03 -2.34
H 2.85 1.36 -0.79
H 4.33 0.69 -0.20
H 5.37 -0.93 -0.35
H 6.81 -2.65 -0.14
H 6.41 -4.96 -0.19
H 4.29 -5.99 -0.33
H 2.23 -5.06 -0.23
H -0.07 -3.22 1.62
H 1.01 -4.52 1.20
H -1.13 -5.00 0.23
H -0.10 -4.54 -1.13
H -1.95 -2.66 0.39
H -2.45 -3.46 -1.07
H -1.91 -3.82 -2.90
H -3.00 -3.69 -4.89
H -3.32 -1.81 -6.29
H -2.22 0.26 -6.08
H -0.61 0.90 -4.63
H 1.41 1.60 -1.98
H 0.27 1.82 -3.25
H 2.54 1.97 -4.13
H 1.71 0.59 -4.84
N -2.92 0.12 -0.05
C -2.08 1.02 -0.54
O -0.85 0.98 -0.34
C -2.62 2.16 -1.36
I -4.24 1.64 -2.65
H -2.56 -0.59 0.58
H -3.89 0.14 -0.30
H -1.82 2.56 -1.98
H -3.00 2.94 -0.71
N -4.60 3.36 5.90
C -4.08 2.23 5.29
C -4.56 1.81 4.05
C -4.00 0.72 3.41
C -2.94 0.03 3.99
C -2.47 0.43 5.24
C -3.03 1.52 5.88
S -2.20 -1.34 3.15
O -3.24 -1.88 2.30
O -1.62 -2.17 4.18
N -1.09 -0.77 2.15
C 0.09 -0.32 2.58
S 0.65 -0.16 4.23
C 2.14 0.51 3.66
C 2.16 0.51 2.32
N 1.02 0.06 1.70
H -5.50 3.68 5.60
H -4.43 3.46 6.89
H -5.38 2.34 3.58
H -4.40 0.38 2.47
H -1.69 -0.14 5.73
H -2.66 1.82 6.85
H 2.92 0.82 4.34
H 2.99 0.85 1.70
N -1.65 2.92 2.67
C -1.70 3.92 1.76
O -2.71 4.58 1.58
C -0.48 4.14 0.92
C -0.48 5.19 0.00
C 0.61 5.35 -0.83
C 1.66 4.45 -0.72
N 1.67 3.43 0.13
C 0.62 3.30 0.94
H -2.47 2.75 3.23
H -0.83 2.37 2.85
H -1.34 5.84 -0.04
H 0.66 6.16 -1.55
H 2.54 4.54 -1.36
H 0.67 2.45 1.61
*
```

The value obtained for the HOMO energy is -6.91 eV. The orbital gap is 7.07 eV.

***

No. 2
Density functional theory data (ωB97M-V/def2-TZVPD) for a structure of composition C39H45AsBrF4N7O3PS3V.

ORCA input file:
```
! wB97M-V def2-TZVPD RIJCOSX def2/J DEFGRID3
* xyz 1 4
V -0.05 -0.76 -0.36
F 3.61 3.99 -5.71
C 2.95 3.61 -4.63
C 3.07 4.31 -3.43
F 3.85 5.39 -3.37
C 2.37 3.89 -2.31
F 2.52 4.62 -1.20
C 1.55 2.76 -2.30
P 0.60 2.18 -0.78
C 1.90 2.47 0.48
C 1.52 2.83 1.77
C 2.48 3.02 2.75
C 3.83 2.84 2.46
C 4.21 2.46 1.18
C 3.25 2.27 0.20
C -0.42 3.71 -0.60
C -1.66 3.74 -1.24
C -2.49 4.85 -1.14
C -2.08 5.96 -0.42
C -0.83 5.95 0.19
C -0.01 4.84 0.11
C 1.45 2.08 -3.51
Br 0.37 0.53 -3.70
C 2.12 2.49 -4.65
F 1.99 1.79 -5.78
H 0.48 2.94 2.02
H 2.18 3.30 3.74
H 4.58 3.00 3.22
H 5.25 2.32 0.95
H 3.56 1.98 -0.80
H -1.98 2.91 -1.84
H -3.45 4.84 -1.63
H -2.71 6.83 -0.35
H -0.49 6.82 0.73
H 0.95 4.87 0.60
N -2.42 0.55 -2.42
C -2.51 -0.77 -2.16
N -1.61 -1.42 -1.47
C -1.99 -2.72 -1.23
C -3.16 -3.09 -1.83
S -3.84 -1.76 -2.70
C -1.12 -3.43 -0.33
C -1.16 -4.69 0.16
S 0.18 -4.97 1.22
C 0.72 -3.33 0.93
N -0.07 -2.66 0.13
N 1.87 -2.83 1.44
H -1.89 1.03 -1.70
H -3.26 1.00 -2.76
H -3.66 -4.03 -1.81
H -1.87 -5.47 -0.04
H 2.32 -3.32 2.19
H 1.89 -1.81 1.48
C -5.05 2.94 0.95
As -4.01 1.29 0.63
C -5.58 0.18 0.09
C -3.99 0.71 2.51
H -5.94 2.74 1.53
H -5.35 3.39 0.00
H -4.43 3.66 1.48
H -6.36 0.23 0.85
H -5.29 -0.87 -0.03
H -5.99 0.53 -0.85
H -4.92 0.98 3.01
H -3.16 1.18 3.04
H -3.86 -0.37 2.58
C -2.05 -4.42 5.68
C -1.59 -3.41 4.69
C -0.49 -2.60 4.97
C -0.10 -1.59 4.10
C -0.80 -1.40 2.92
C -1.86 -2.23 2.60
C -2.25 -3.23 3.47
S -0.43 0.06 1.96
O -0.55 1.17 2.86
O 0.92 -0.13 1.39
O -1.39 0.10 0.84
H -2.05 -4.00 6.68
H -1.39 -5.29 5.68
H -3.06 -4.77 5.44
H 0.04 -2.73 5.91
H 0.71 -0.93 4.34
H -2.39 -2.05 1.67
H -3.09 -3.86 3.23
C 2.73 -4.47 -1.78
N 1.98 -3.27 -2.07
C 0.77 -3.46 -2.82
C 2.45 -2.03 -1.76
N 1.63 -1.08 -1.38
N 3.80 -1.84 -1.84
C 4.58 -2.39 -2.94
C 4.44 -0.72 -1.19
H 2.07 -5.17 -1.26
H 3.57 -4.23 -1.13
H 3.10 -4.96 -2.68
H 1.00 -3.66 -3.87
H 0.16 -2.56 -2.75
H 0.21 -4.31 -2.43
H 2.10 -0.18 -1.33
H 3.97 -3.05 -3.55
H 5.44 -2.94 -2.56
H 4.94 -1.58 -3.58
H 4.49 0.15 -1.85
H 5.47 -1.01 -0.95
H 3.92 -0.47 -0.27
*
```

The value obtained for the HOMO energy (spin up / spin down) is -9.22 / -10.27 eV. The orbital gap (spin up / spin down) is 6.98 / 8.05 eV.

***

No. 3
Density functional theory data (ωB97M-V/def2-TZVPD) for a structure of composition C39H45AsIIrN5O6S.

ORCA input file:
```
! wB97M-V def2-TZVPD RIJCOSX def2/J DEFGRID3
* xyz -1 1
Ir 0.27 0.22 0.04
C 3.03 0.50 -2.71
C 3.78 -0.83 -2.77
C 3.18 -1.73 -3.87
C 3.97 -1.56 -1.44
C 5.29 -1.82 -1.08
C 5.62 -2.52 0.07
C 4.59 -3.02 0.84
C 3.25 -2.79 0.55
C 2.29 -3.47 1.51
C 0.86 -3.72 1.04
C 2.26 -2.74 2.87
C 2.94 -2.00 -0.58
N 1.61 -1.55 -0.86
C 0.91 -2.16 -1.75
C -0.16 -1.50 -2.37
C -0.92 -1.99 -3.43
C -1.68 -0.93 -3.87
C -1.38 0.18 -3.06
N -0.42 -0.13 -2.15
C -1.97 1.56 -3.36
C -0.95 2.32 -4.21
C -3.27 1.39 -4.15
C -2.29 2.37 -2.11
H 2.96 0.93 -3.71
H 3.57 1.21 -2.07
H 2.02 0.36 -2.32
H 4.80 -0.60 -3.10
H 2.09 -1.77 -3.81
H 3.57 -2.75 -3.81
H 3.44 -1.33 -4.85
H 6.08 -1.45 -1.73
H 6.65 -2.69 0.33
H 4.83 -3.63 1.71
H 2.73 -4.45 1.67
H 0.30 -2.80 0.92
H 0.35 -4.31 1.80
H 0.83 -4.28 0.10
H 3.26 -2.43 3.18
H 1.62 -1.85 2.82
H 1.84 -3.39 3.64
H 1.20 -3.14 -2.13
H -0.89 -3.00 -3.80
H -2.40 -0.94 -4.68
H -0.72 1.77 -5.12
H -0.01 2.46 -3.66
H -1.34 3.31 -4.49
H -3.09 1.02 -5.15
H -3.77 2.37 -4.24
H -3.95 0.71 -3.63
H -1.40 2.58 -1.54
H -2.99 1.84 -1.46
H -2.74 3.32 -2.41
O -2.39 0.53 2.92
As -1.25 -0.80 2.84
O -0.81 -1.25 4.35
O 0.14 -0.34 1.94
C -2.16 -2.30 2.00
C -2.00 -3.51 2.65
C -2.53 -4.67 2.12
C -3.22 -4.63 0.91
C -3.41 -3.43 0.25
C -2.89 -2.26 0.81
S -3.27 -0.70 0.07
O -4.23 -0.07 0.98
O -3.76 -0.93 -1.26
O -1.98 0.02 0.20
H -3.08 0.45 2.23
H -1.45 -3.51 3.59
H -2.40 -5.61 2.64
H -3.64 -5.54 0.50
H -3.95 -3.36 -0.68
I 2.30 1.85 2.43
C 2.18 0.63 0.65
H 2.80 1.15 -0.07
H 2.68 -0.28 0.96
C 0.78 4.31 -0.97
C 0.79 2.94 -0.91
N 0.08 2.28 0.00
C -0.64 2.94 0.92
C -0.72 4.33 0.91
C -0.01 5.00 -0.07
C -1.59 5.14 1.81
C -2.14 4.94 2.99
C -1.83 3.94 4.05
C -2.58 3.94 5.21
C -2.16 3.10 6.24
N -1.09 2.33 6.14
C -0.47 2.38 4.96
N -0.78 3.15 3.91
H 1.36 4.82 -1.73
H 1.33 2.33 -1.63
H -1.16 2.35 1.65
H -0.05 6.08 -0.10
H -1.84 6.11 1.37
H -2.85 5.70 3.30
H -3.45 4.58 5.32
H -2.70 3.06 7.18
H 0.39 1.72 4.83
*
```

The value obtained for the HOMO energy is -4.98 eV. The orbital gap is 6.80 eV.

***

No. 4
Density functional theory data (ωB97M-V/def2-TZVPD) for a structure of composition C39H45Cl3KN5O3P.

ORCA input file:
```
! wB97M-V def2-TZVPD RIJCOSX def2/J DEFGRID3
* xyz -1 1
K -0.12 0.18 0.00
C 2.87 1.83 0.80
N 3.07 0.40 0.62
C 4.20 0.15 -0.25
C 3.16 -0.37 1.84
C 4.16 -0.08 2.75
C 4.37 -0.85 3.88
C 3.54 -1.95 4.08
C 2.52 -2.24 3.20
C 2.27 -1.46 2.04
N 1.21 -1.66 1.22
C 0.76 -2.92 0.93
C 1.62 -4.02 0.76
C 1.17 -5.24 0.27
C -0.16 -5.43 -0.04
C -1.05 -4.38 0.17
C -0.63 -3.15 0.66
N -1.55 -2.08 0.89
C -1.64 -1.69 2.29
C -2.88 -2.27 0.34
H 3.71 2.33 1.32
H 1.97 2.00 1.39
H 2.74 2.30 -0.18
H 5.15 0.52 0.17
H 4.04 0.62 -1.22
H 4.31 -0.93 -0.40
H 4.80 0.77 2.55
H 5.16 -0.61 4.58
H 3.68 -2.58 4.95
H 1.88 -3.10 3.38
H 2.67 -3.88 0.96
H 1.89 -6.04 0.12
H -0.52 -6.37 -0.43
H -2.10 -4.53 -0.03
H -2.22 -2.43 2.87
H -2.14 -0.72 2.37
H -0.64 -1.61 2.71
H -3.43 -3.08 0.84
H -2.82 -2.49 -0.72
H -3.44 -1.35 0.48
Cl 1.81 3.69 -6.57
C 1.18 3.27 -4.99
C 1.58 2.08 -4.39
C 1.08 1.77 -3.15
Cl 1.55 0.24 -2.42
C 0.16 2.58 -2.41
O -0.30 2.25 -1.28
C -0.19 3.77 -3.11
Cl -1.32 4.86 -2.33
C 0.30 4.11 -4.35
H 2.27 1.41 -4.89
H -0.02 5.04 -4.82
C -2.14 3.04 3.10
P -0.61 2.65 2.15
C -0.23 4.30 1.46
C 0.58 2.51 3.55
C 1.30 3.57 4.08
C 2.21 3.38 5.11
C 2.41 2.10 5.62
C 1.70 1.03 5.10
C 0.80 1.23 4.07
H -1.94 3.83 3.84
H -2.49 2.14 3.61
H -2.93 3.36 2.42
H -0.32 5.11 2.19
H -0.91 4.48 0.63
H 0.78 4.31 1.04
H 1.17 4.57 3.68
H 2.77 4.21 5.50
H 3.13 1.94 6.41
H 1.88 0.03 5.46
H 0.30 0.38 3.63
C -2.03 0.20 -3.84
C -1.69 -1.18 -3.35
O -1.20 -1.36 -2.26
C -1.94 -2.38 -4.24
C -2.48 -2.25 -5.51
C -2.67 -3.39 -6.30
C -2.33 -4.63 -5.80
C -1.79 -4.76 -4.52
C -1.59 -3.63 -3.74
H -1.92 0.90 -3.02
H -3.05 0.24 -4.24
H -1.35 0.48 -4.65
H -2.74 -1.28 -5.90
H -3.09 -3.29 -7.29
H -2.47 -5.51 -6.41
H -1.52 -5.73 -4.13
H -1.17 -3.70 -2.75
N -5.15 2.03 0.12
C -3.79 1.76 0.09
N -3.09 2.41 -0.88
O -3.28 1.00 0.89
H -5.59 2.27 -0.76
H -5.65 1.36 0.67
H -3.50 3.20 -1.35
H -2.07 2.37 -0.89
*
```

The value obtained for the HOMO energy is -3.29 eV. The orbital gap is 5.21 eV.

***

Energy (a.u.)
-4216.07013, -9811.21776, -5274.40882, -4334.68516
ΔE to the lowest compared entry with this formula, charge and spin (eV)
0.000, 0.719, 1.868, 0.889